No. 1
21
Properties=species:S:1:pos:R:3:mulliken_charge:R:1 method="wB97M-V/def2-TZVPD" lumo_ha=0.03399 smiles="C=CC.CCSC" largest_force_ev_per_a=5.297 de_lowest_ev=1.837 homo_energy_ev=-8.44 energy_ev=-17281.611
C 2.8520 -1.2163 -0.7421 -1.059
C 2.4408 -0.4018 0.2591 0.234
C 2.6045 1.0138 0.5203 -0.834
C -2.7344 1.2535 -0.6579 -1.078
C -1.0936 -1.5679 -0.1155 -0.837
C -2.3850 0.7797 0.7536 -0.815
S -0.7885 -0.1258 1.0027 -0.082
H 3.6075 -1.0300 -1.4751 0.252
H 2.5256 -2.1563 -0.9466 0.350
H 1.6665 -0.7038 0.9749 0.294
H 2.9686 1.3109 1.5220 0.263
H 1.6667 1.4283 0.4266 0.189
H 3.4604 1.3266 -0.1252 0.312
H -3.5576 1.8126 -0.5209 0.413
H -1.8456 1.7583 -0.9953 0.281
H -2.8735 0.4924 -1.4080 0.303
H -2.1490 -1.6766 -0.2525 0.385
H -0.3249 -1.4192 -0.9654 0.152
H -0.6813 -2.4697 0.3515 0.351
H -3.0964 0.1022 0.9596 0.435
H -2.2629 1.4889 1.4341 0.491

=====

No. 2
22
Properties=species:S:1:pos:R:3:mulliken_charge:R:1 method="wB97M-V/def2-TZVPD" lumo_ha="-0.14844 / -0.29866" s_squared=0.756 charge=+1 largest_force_ev_per_a=1.904 de_lowest_ev=0.853 multiplicity=2 homo_energy_ev="-14.65 / -14.24" energy_ev=-28110.480
C 0.2953 -0.2260 -1.5598 0.181
C -0.5283 -0.2042 -2.8679 -1.216
C 1.3172 -1.3175 -1.3222 -0.764
S 0.9792 -2.5022 0.0029 0.145
S 1.1650 -1.5520 1.7535 0.151
C -0.2256 -0.5279 2.3542 -0.646
C 0.0902 0.9999 2.1463 -0.346
C -0.9798 1.6615 1.2598 -1.106
H -0.4440 -0.3556 -0.7640 -0.081
H 0.8540 0.7106 -1.3903 0.405
H -0.3982 -1.0541 -3.5271 0.393
H -0.2913 0.7456 -3.3592 0.293
H -1.5914 -0.1403 -2.6361 0.315
H 2.3526 -1.0832 -1.1079 0.395
H 1.4864 -1.8681 -2.2709 0.421
H -0.3273 -0.8136 3.4024 0.402
H -1.1103 -0.8408 1.8002 0.402
H -0.0473 1.4670 3.1291 0.317
H 1.1292 1.2374 1.9123 0.459
H -1.9164 1.1142 1.2061 0.334
H -0.6475 1.8529 0.2524 0.209
H -1.1618 2.6963 1.5862 0.338

=====

No. 3
27
Properties=species:S:1:pos:R:3:mulliken_charge:R:1 method="wB97M-V/def2-TZVPD" lumo_ha="0.01846 / -0.09914" s_squared=0.760 largest_force_ev_per_a=1.726 de_lowest_ev=0.000 multiplicity=2 homo_energy_ev="-8.84 / -8.63" energy_ev=-156133.601
Ag 23.4410 -0.5536 19.3528 0.408
Br 23.1981 -3.0404 20.1348 -0.412
Br 21.9743 -0.5419 17.0940 -0.440
C 23.6957 2.7882 18.8530 -0.881
O 24.2979 1.5070 18.8021 0.040
C 25.1825 1.4189 17.7097 -0.401
C 25.7007 0.0078 17.4236 -1.013
N 25.5955 -0.9216 18.5600 -0.154
C 26.6211 -0.6585 19.5829 -0.764
C 26.0594 -0.8451 20.9883 -0.561
O 24.8632 -0.1283 21.1491 -0.009
C 24.4098 -0.1216 22.4767 -0.867
H 24.4286 3.5635 18.6018 0.320
H 23.3118 2.9193 19.8589 0.240
H 22.9225 2.8933 18.0850 0.278
H 26.0398 2.0852 17.8900 0.431
H 24.7396 1.8106 16.7871 0.425
H 26.7415 0.0196 17.0716 0.342
H 25.1678 -0.4215 16.5743 0.385
H 25.7456 -1.8428 18.1650 0.274
H 26.9454 0.3767 19.4502 0.289
H 27.5104 -1.2869 19.4899 0.400
H 26.7790 -0.5112 21.7485 0.377
H 25.9182 -1.9180 21.1779 0.399
H 23.4654 0.4052 22.5857 0.280
H 25.1459 0.3774 23.1216 0.297
H 24.2678 -1.1383 22.8606 0.318